# 1
Formula: C3H3HgLiO2
Source: the Open Molecules 2025 dataset
Level of theory: ωB97M-V with the def2-TZVPD basis set

The geometry in XYZ format:
```
10
Properties=species:S:1:pos:R:3:nbo_charge:R:1
O 0.43 -0.19 -0.80 -0.595
C 1.66 -0.62 -0.76 0.215
C 2.79 0.07 -1.01 -0.227
Hg -1.59 0.51 -1.50 0.066
H 1.77 -1.71 -0.55 0.147
H 3.69 -0.46 -1.34 0.212
H 2.77 1.16 -1.14 0.208
O -3.97 0.55 2.02 -0.685
C -3.72 0.72 0.93 0.664
Li -3.83 -0.04 4.14 0.995
```

Calculated values
Largest force on an atom, eV/A: 5.29
2S+1: 2
Energy above the lowest of the compared OMol25 structures with the same formula, charge and spin, eV: 1.213
Total charge: +1
E_LUMO (alpha / beta), Eh: -0.18996 / -0.18996
HOMO energy (alpha / beta), Eh: -0.3729 / -0.3710
Total energy, hartree: -427.2028


# 2
Formula: C5H10O
Source: the Open Molecules 2025 dataset
Level of theory: ωB97M-V with the def2-TZVPD basis set

The geometry in XYZ format:
```
16
Properties=species:S:1:pos:R:3:nbo_charge:R:1
C -0.40 1.29 -0.92 -0.433
C -0.47 0.62 0.23 0.038
C -1.55 -0.40 0.48 -0.648
C 0.54 0.82 1.33 -0.660
H 0.38 2.03 -1.10 0.198
H -1.12 1.14 -1.73 0.194
H -2.10 -0.17 1.40 0.218
H -1.11 -1.40 0.61 0.213
H -2.26 -0.44 -0.35 0.214
H 1.00 1.81 1.28 0.219
H 0.08 0.70 2.32 0.211
H 1.34 0.08 1.26 0.243
C 1.41 -1.52 -1.20 0.287
O 2.22 -1.50 -0.31 -0.516
H 1.60 -1.04 -2.18 0.113
H 0.43 -2.03 -1.10 0.108
```

Calculated values
Largest force on an atom, eV/A: 0.58
2S+1: 1
Energy above the lowest of the compared OMol25 structures with the same formula, charge and spin, eV: 1.502
E_LUMO, Eh: 0.03396
HOMO energy, Eh: -0.3471
Total energy, hartree: -271.6974


# 3
Formula: C5H10NO
Source: the Open Molecules 2025 dataset
Level of theory: ωB97M-V with the def2-TZVPD basis set

The geometry in XYZ format:
```
17
Properties=species:S:1:pos:R:3:nbo_charge:R:1
C -0.62 -0.95 -2.79 -0.717
C -0.18 -1.30 -1.35 0.486
C 0.68 1.73 0.91 -0.236
C 0.45 0.44 1.56 0.155
C 0.79 -0.68 2.14 -0.300
N -0.63 1.32 1.53 -0.535
O -0.37 -0.59 -0.38 -0.632
H 0.43 -0.52 -3.00 0.246
H -0.62 -1.82 -3.42 0.243
H 0.25 -2.32 -1.39 0.138
H 1.28 2.61 1.33 0.269
H 0.61 1.84 -0.20 0.260
H 1.72 -1.13 2.19 0.245
H -1.46 -0.28 -2.95 0.247
H -0.05 -1.24 2.56 0.230
H -0.90 1.73 2.40 0.444
H -1.40 1.18 0.87 0.458
```

Calculated values
Largest force on an atom, eV/A: 3.17
2S+1: 1
Energy above the lowest of the compared OMol25 structures with the same formula, charge and spin, eV: 3.881
Total charge: +1
E_LUMO, Eh: -0.11885
HOMO energy, Eh: -0.4929
Total energy, hartree: -326.1392


# 4
Formula: C4H8N2O
Source: the Open Molecules 2025 dataset
Level of theory: ωB97M-V with the def2-TZVPD basis set

The geometry in XYZ format:
```
15
Properties=species:S:1:pos:R:3:nbo_charge:R:1
C -0.83 -0.91 0.59 -0.621
C -0.18 0.16 -0.34 -0.026
C 1.21 -0.37 -0.26 0.711
N 1.82 0.15 0.94 -0.902
O 1.68 -1.24 -0.95 -0.543
C -1.05 0.83 -1.36 -0.229
N -0.37 1.58 -0.32 -0.575
H -1.40 -0.44 1.39 0.219
H -1.44 -1.56 -0.04 0.232
H -0.12 -1.60 1.07 0.217
H 1.70 -0.52 1.71 0.380
H 2.81 0.22 0.77 0.383
H -0.81 1.11 -2.39 0.207
H -2.11 0.58 -1.24 0.183
H -0.92 2.01 0.42 0.361
```

Calculated values
Largest force on an atom, eV/A: 0.75
2S+1: 1
Energy above the lowest of the compared OMol25 structures with the same formula, charge and spin, eV: 2.814
E_LUMO, Eh: 0.03298
HOMO energy, Eh: -0.3461
Total energy, hartree: -341.9002


# 5
Formula: C4H10S2
Source: the Open Molecules 2025 dataset
Level of theory: ωB97M-V with the def2-TZVPD basis set

The geometry in XYZ format:
```
16
Properties=species:S:1:pos:R:3:nbo_charge:R:1
C 1.62 1.98 -1.27 -0.634
C 2.18 0.90 -0.35 -0.561
S 1.32 0.03 0.96 0.106
S -0.05 -1.03 -0.28 0.048
C -1.21 -1.61 0.98 -0.543
C -2.68 -1.19 0.73 -0.626
H 0.60 1.66 -1.57 0.219
H 1.42 2.96 -0.83 0.215
H 2.13 2.09 -2.22 0.222
H 2.75 0.15 -0.89 0.218
H 2.97 1.38 0.23 0.225
H -0.96 -1.31 1.99 0.237
H -1.03 -2.65 0.68 0.226
H -3.22 -2.11 0.53 0.212
H -3.13 -0.60 1.52 0.216
H -2.73 -0.63 -0.21 0.217
```

Calculated values
Largest force on an atom, eV/A: 2.67
2S+1: 1
Energy above the lowest of the compared OMol25 structures with the same formula, charge and spin, eV: 1.168
E_LUMO, Eh: 0.02064
HOMO energy, Eh: -0.2871
Total energy, hartree: -954.7407


# 6
Formula: C21H30N3O14S2
Source: the Open Molecules 2025 dataset
Level of theory: ωB97M-V with the def2-TZVPD basis set

The geometry in XYZ format:
```
70
Properties=species:S:1:pos:R:3:nbo_charge:R:1
C 3.88 0.34 0.76 -0.595
C 3.48 1.34 -0.33 -0.391
C 2.05 1.10 -0.83 -0.433
C 1.63 2.29 -1.69 -0.050
O 0.43 2.23 -2.45 -0.533
C -0.78 1.73 -1.90 0.315
C -0.87 0.22 -2.16 -0.516
C -1.05 -0.05 -3.64 0.165
N -2.00 -0.70 -4.16 -0.614
C -1.97 2.42 -2.71 0.740
O -1.68 3.27 -3.55 -0.716
O -3.10 2.00 -2.34 -0.794
N -0.98 2.05 -0.49 -0.493
C -1.13 1.07 0.54 -0.316
C -2.56 0.57 0.80 0.810
O -3.35 0.11 0.06 -0.475
O -2.92 0.71 2.19 -0.565
C -2.09 0.11 3.08 0.805
C -1.80 0.93 4.30 -0.728
O -1.63 -0.98 2.87 -0.600
C -0.99 3.41 -0.09 0.119
C -2.00 4.29 -0.48 -0.154
C -1.93 5.59 -0.01 -0.254
C -0.91 5.97 0.84 0.011
N 0.05 5.14 1.24 -0.437
C -0.01 3.90 0.77 0.009
H 4.02 -0.65 0.33 0.198
H 4.80 0.64 1.27 0.201
H 3.10 0.28 1.52 0.193
H 4.16 1.27 -1.18 0.203
H 3.56 2.36 0.06 0.190
H 2.07 0.19 -1.43 0.210
H 1.43 0.98 0.05 0.187
H 2.42 2.44 -2.43 0.181
H 1.63 3.20 -1.08 0.162
H 0.07 -0.26 -1.89 0.212
H -1.73 -0.21 -1.66 0.234
H -0.28 0.33 -4.31 0.171
H -2.67 -0.98 -3.44 0.323
H -0.50 0.19 0.41 0.243
H -0.81 1.53 1.48 0.207
H -0.78 1.32 4.22 0.251
H -2.48 1.78 4.37 0.239
H -1.88 0.32 5.20 0.237
H -2.78 3.93 -1.14 0.276
H -2.68 6.32 -0.32 0.213
H -0.87 6.99 1.21 0.179
H 0.77 3.22 1.10 0.179
C -4.24 -2.98 1.51 -0.100
C -3.73 -3.06 2.94 -0.096
O -4.64 -3.99 3.57 -0.698
S -5.11 -5.09 2.52 2.554
O -4.32 -6.27 2.68 -0.913
O -6.53 -5.17 2.56 -0.909
O -4.63 -4.34 1.21 -0.692
H -5.11 -2.34 1.43 0.201
H -3.47 -2.65 0.82 0.232
H -3.77 -2.11 3.46 0.215
H -2.73 -3.47 2.99 0.202
C 5.65 -4.76 -0.98 -0.097
C 6.10 -4.50 -2.40 -0.100
O 5.14 -3.56 -2.89 -0.684
S 4.68 -2.58 -1.72 2.546
O 5.43 -1.38 -1.76 -0.896
O 3.26 -2.56 -1.69 -0.884
O 5.23 -3.47 -0.51 -0.689
H 4.80 -5.44 -0.93 0.195
H 6.45 -5.13 -0.34 0.209
H 6.07 -5.39 -3.02 0.212
H 7.09 -4.05 -2.44 0.192
```

Calculated values
Largest force on an atom, eV/A: 0.83
2S+1: 1
Total charge: -1
E_LUMO, Eh: 0.06011
HOMO energy, Eh: -0.1734
Total energy, hartree: -2832.2183